# 1
{
  "formula": "C27H67F9N14O4P3S",
  "method": "ωB97M-V/def2-TZVPD",
  "energy_ev": -121263.461,
  "total_charge": 1,
  "elements": ["C", "P", "C", "N", "C", "N", "C", "C", "N", "C", "C", "N", "N", "N", "N", "C", "C", "C", "C", "C", "C", "F", "F", "C", "F", "F", "S", "F", "F", "F", "F", "F", "N", "C", "O", "O", "H", "H", "H", "H", "H", "H", "H", "H", "H", "H", "H", "H", "H", "H", "H", "H", "H", "H", "H", "H", "H", "H", "H", "H", "H", "H", "H", "H", "H", "H", "H", "O", "P", "N", "C", "C", "N", "C", "C", "N", "C", "C", "H", "H", "H", "H", "H", "H", "H", "H", "H", "H", "H", "H", "H", "H", "H", "H", "H", "H", "O", "P", "N", "C", "C", "N", "C", "C", "N", "C", "C", "H", "H", "H", "H", "H", "H", "H", "H", "H", "H", "H", "H", "H", "H", "H", "H", "H", "H"],
  "positions_angstrom": [[1.444, 3.032, 1.550], [2.428, 3.431, -0.016], [3.864, 4.636, 0.224], [1.501, 3.616, -1.482], [0.661, 4.721, -2.034], [0.352, 5.961, -1.457], [-0.501, 6.791, -2.443], [0.419, 7.370, -3.715], [1.841, 7.703, -3.319], [0.801, 6.405, -0.100], [0.102, 7.726, 0.543], [0.571, 7.792, 2.012], [0.476, 9.047, -0.091], [-1.405, 7.477, 0.624], [0.243, 4.144, -3.376], [0.749, 2.740, -3.630], [0.489, 1.758, -4.917], [-1.101, 2.013, -5.369], [-2.164, 1.247, -4.333], [-3.668, 1.903, -4.341], [-4.214, 2.317, -2.814], [-3.850, 1.125, -1.959], [-3.441, 3.542, -2.452], [-5.827, 2.545, -2.970], [-6.202, 3.229, -4.263], [-6.471, 1.185, -3.062], [-6.666, 3.433, -1.558], [-7.988, 3.896, -2.605], [-5.962, 4.953, -1.918], [-5.476, 3.009, -0.402], [-7.609, 2.003, -1.202], [-7.536, 4.211, -0.282], [1.530, 2.531, -2.340], [2.168, 1.167, -2.281], [3.243, 1.001, -3.314], [3.940, 2.094, -3.431], [0.410, 2.544, 1.242], [1.162, 4.027, 2.132], [2.048, 2.370, 2.333], [3.553, 5.457, 0.998], [4.881, 4.146, 0.563], [4.045, 5.193, -0.815], [-1.396, 6.145, -2.899], [-0.998, 7.727, -1.968], [-0.092, 8.282, -4.260], [0.491, 6.511, -4.539], [1.893, 8.383, -2.529], [2.432, 6.856, -3.165], [1.963, 6.629, -0.169], [0.556, 5.511, 0.652], [-0.016, 8.456, 2.562], [1.559, 8.120, 2.073], [-0.250, 9.408, -0.748], [1.435, 9.049, -0.502], [-1.771, 7.603, 1.592], [-1.934, 8.096, -0.031], [0.529, 0.603, -4.628], [1.214, 1.936, -5.823], [-1.334, 3.168, -5.261], [-1.303, 1.722, -6.486], [-1.652, 1.203, -3.277], [-2.280, 0.135, -4.734], [-3.759, 2.888, -4.993], [-4.456, 1.144, -4.813], [1.324, 0.389, -2.609], [2.527, 0.817, -1.225], [4.111, 2.167, -4.436], [3.547, -2.467, 0.332], [2.861, -3.212, -0.839], [1.980, -4.182, 0.238], [1.819, -5.618, 0.301], [0.762, -3.546, 0.739], [4.369, -3.913, -1.338], [4.874, -5.185, -0.825], [5.509, -2.973, -1.258], [2.073, -4.069, -2.186], [2.432, -5.339, -2.805], [1.925, -3.090, -3.282], [1.050, -5.977, -0.391], [1.513, -5.928, 1.308], [2.738, -6.165, 0.127], [-0.018, -3.542, -0.029], [0.957, -2.508, 1.030], [0.371, -4.046, 1.631], [4.923, -5.195, 0.270], [5.874, -5.400, -1.214], [4.287, -6.035, -1.165], [5.896, -2.886, -0.235], [5.221, -1.974, -1.602], [6.336, -3.299, -1.905], [3.389, -5.303, -3.334], [1.669, -5.620, -3.543], [2.447, -6.173, -2.108], [2.892, -2.846, -3.724], [1.482, -2.163, -2.903], [1.260, -3.458, -4.072], [-0.807, -5.058, 3.430], [-0.897, -5.812, 4.779], [-2.365, -6.531, 4.327], [-3.632, -6.609, 5.020], [-2.202, -7.729, 3.502], [-1.088, -4.323, 5.652], [-2.386, -3.704, 5.912], [-0.221, -3.232, 5.150], [-1.000, -6.678, 6.330], [-1.723, -6.313, 7.543], [0.386, -6.983, 6.739], [-3.652, -7.420, 5.755], [-4.448, -6.799, 4.311], [-3.917, -5.682, 5.504], [-1.875, -8.578, 4.111], [-1.453, -7.563, 2.720], [-3.128, -8.005, 2.987], [-2.958, -3.549, 4.990], [-2.270, -2.736, 6.408], [-2.987, -4.273, 6.616], [-0.642, -2.755, 4.257], [0.778, -3.606, 4.902], [-0.082, -2.456, 5.915], [-1.325, -5.414, 8.025], [-1.651, -7.126, 8.277], [-2.791, -6.186, 7.391], [0.916, -6.078, 7.038], [0.934, -7.438, 5.906], [0.420, -7.700, 7.567]],
  "forces_ev_per_angstrom": [[-1.576, 1.500, 1.291], [2.088, -2.577, 0.861], [0.026, 2.195, -0.369], [-1.454, 3.256, 0.373], [0.960, -4.494, -2.106], [-0.914, -1.817, -2.888], [-0.860, 0.994, -1.587], [0.315, -1.251, -0.533], [-1.068, -0.179, 0.150], [0.997, -0.554, 1.335], [-0.681, 0.456, 1.546], [0.162, -0.325, -1.248], [-0.650, -1.149, -0.647], [1.076, 1.161, -0.376], [1.156, -1.708, 0.996], [0.954, 5.419, 6.012], [-1.634, -0.309, 0.283], [-0.632, 1.103, 0.654], [0.634, -0.630, -0.925], [-0.781, 0.287, 0.115], [2.888, -1.214, -2.341], [-1.540, 4.212, -1.822], [-2.635, -3.626, -0.214], [-1.127, -2.558, -3.013], [1.807, -2.171, 4.538], [2.653, 4.510, -0.087], [-5.163, 2.049, 2.827], [2.845, -0.994, 2.072], [-0.740, -3.454, 0.740], [-2.208, 0.834, -2.825], [2.312, 3.158, -0.120], [2.105, -1.608, -2.594], [-2.166, -2.186, -5.662], [-0.378, -1.446, 0.583], [-4.638, -4.191, 1.886], [3.450, 4.644, -2.426], [2.319, 0.769, 0.630], [0.462, -1.970, -1.038], [-1.156, 1.232, -2.218], [0.753, -1.406, -1.351], [-2.400, 0.595, -0.763], [-0.328, -1.275, 2.226], [2.141, 1.162, 1.252], [1.169, -2.038, -0.302], [0.932, -1.736, 1.471], [-0.189, 1.875, 1.913], [-0.015, -1.090, -0.994], [-0.920, 1.174, 0.008], [-2.235, -0.600, 0.328], [0.730, 2.147, -1.571], [0.691, -0.555, -1.021], [-1.214, -0.246, -0.201], [1.165, -0.498, 0.606], [-1.324, -0.028, 0.363], [0.616, -0.013, -1.215], [0.648, -0.724, 0.988], [0.344, 2.669, -0.280], [-1.269, -0.013, 2.129], [0.661, -2.307, -0.341], [0.613, 0.378, 2.246], [-1.318, 0.201, -1.916], [0.308, 2.301, 1.094], [0.415, -2.010, 1.458], [1.762, 1.590, 1.242], [1.962, 1.774, 0.590], [-0.435, 1.292, -1.974], [-0.443, -0.070, 2.208], [-2.181, 3.903, -2.091], [3.947, -7.760, 3.922], [-0.901, -0.399, 1.980], [-0.072, -0.268, -0.355], [0.266, 0.520, 0.036], [1.917, 0.109, -0.989], [-0.416, -0.368, 0.015], [-0.120, 0.250, -0.128], [-2.641, 3.478, -2.553], [0.815, -0.389, 0.309], [-0.359, -0.200, -0.032], [-0.130, -0.182, -0.113], [-0.097, 0.416, -0.082], [0.117, 0.102, -0.215], [-0.308, -0.061, -0.082], [0.072, -0.045, -0.070], [0.161, -0.094, -0.198], [0.050, -0.068, 0.061], [-0.013, 0.410, -0.001], [-0.182, 0.042, 0.138], [-0.013, 0.106, -0.072], [0.029, -0.140, 0.143], [-0.328, -0.188, 0.055], [0.107, 0.056, 0.071], [-0.156, 0.524, 0.165], [0.109, 0.214, 0.154], [0.197, 0.085, -0.285], [-0.027, 0.086, 0.082], [0.103, -0.046, 0.118], [4.073, -2.555, -0.329], [-7.970, 4.660, 1.056], [-1.639, -0.810, -1.630], [0.024, -0.131, 0.483], [0.562, 0.284, -0.207], [0.718, 1.926, 0.876], [-0.304, -0.417, 0.169], [0.292, -0.211, -0.013], [3.876, -2.985, 0.160], [-0.414, 0.901, -0.047], [-0.037, -0.438, 0.032], [-0.116, -0.116, 0.185], [0.359, -0.086, -0.147], [0.203, 0.078, 0.125], [-0.074, -0.283, 0.036], [-0.023, 0.043, 0.108], [0.019, 0.178, 0.211], [-0.097, 0.063, -0.034], [0.343, -0.030, -0.206], [-0.055, -0.172, -0.147], [0.106, -0.013, -0.028], [-0.208, 0.062, -0.051], [-0.220, -0.308, 0.046], [0.022, 0.105, -0.071], [0.362, -0.161, -0.440], [0.092, 0.118, -0.226], [0.203, 0.145, 0.210], [0.022, 0.008, -0.052], [-0.096, 0.137, -0.099]]
}

# 2
{
  "formula": "C27H69Br9N9O9P3",
  "method": "ωB97M-V/def2-TZVPD",
  "energy_ev": -719207.144,
  "spin_multiplicity": 2,
  "total_charge": -1,
  "elements": ["C", "Br", "Br", "Br", "H", "C", "Br", "Br", "Br", "H", "C", "Br", "Br", "Br", "H", "O", "P", "N", "C", "C", "N", "C", "C", "N", "C", "C", "H", "H", "H", "H", "H", "H", "H", "H", "H", "H", "H", "H", "H", "H", "H", "H", "H", "H", "O", "P", "N", "C", "C", "N", "C", "C", "N", "C", "C", "H", "H", "H", "H", "H", "H", "H", "H", "H", "H", "H", "H", "H", "H", "H", "H", "H", "H", "O", "P", "N", "C", "C", "N", "C", "C", "N", "C", "C", "H", "H", "H", "H", "H", "H", "H", "H", "H", "H", "H", "H", "H", "H", "H", "H", "H", "H", "C", "O", "C", "O", "O", "C", "H", "H", "H", "H", "H", "H", "C", "O", "C", "O", "O", "C", "H", "H", "H", "H", "H", "H"],
  "positions_angstrom": [[0.566, -1.214, -0.718], [1.098, -0.652, -2.526], [-1.420, -1.183, -0.564], [1.337, 0.082, 0.631], [0.971, -2.199, -0.484], [0.774, 2.978, -3.167], [-0.439, 4.431, -3.744], [1.727, 3.370, -1.435], [2.170, 2.839, -4.573], [0.190, 2.058, -3.148], [0.304, -3.044, 2.804], [-0.671, -4.426, 1.797], [1.190, -3.698, 4.506], [-0.723, -1.424, 3.259], [1.091, -2.734, 2.117], [-1.002, 2.112, 2.574], [-2.340, 2.574, 2.230], [-2.474, 3.194, 0.645], [-3.744, 3.654, 0.069], [-1.326, 2.947, -0.245], [-2.876, 3.934, 3.177], [-1.798, 4.902, 3.592], [-4.257, 4.423, 3.117], [-3.560, 1.426, 2.403], [-3.886, 0.984, 3.762], [-3.784, 0.444, 1.330], [-4.555, 2.931, 0.160], [-3.670, 3.832, -1.004], [-3.891, 4.668, 0.438], [-0.607, 3.766, -0.240], [-1.711, 2.836, -1.258], [-0.702, 2.097, 0.032], [-2.145, 5.645, 4.310], [-0.952, 4.387, 4.047], [-1.355, 5.412, 2.737], [-4.389, 5.361, 2.578], [-4.858, 3.689, 2.581], [-4.692, 4.392, 4.116], [-3.661, 1.722, 4.533], [-4.965, 0.835, 3.746], [-3.369, 0.078, 4.081], [-3.222, 0.881, 0.504], [-4.871, 0.384, 1.290], [-3.257, -0.473, 1.591], [-6.254, 1.019, -1.151], [-6.230, 0.339, -2.495], [-6.700, -1.271, -2.464], [-6.218, -2.143, -1.367], [-7.471, -1.872, -3.567], [-4.611, 0.213, -3.146], [-3.589, 1.132, -2.677], [-4.288, -0.685, -4.242], [-7.114, 1.162, -3.667], [-8.392, 1.618, -3.146], [-7.055, 0.873, -5.049], [-6.269, -1.698, -0.373], [-5.162, -2.353, -1.531], [-6.807, -3.059, -1.330], [-7.622, -2.917, -3.298], [-6.980, -1.857, -4.540], [-8.385, -1.282, -3.643], [-3.930, 2.034, -2.170], [-2.867, 0.658, -2.011], [-2.932, 1.412, -3.501], [-3.281, -1.102, -4.231], [-4.974, -1.532, -4.283], [-4.240, -0.146, -5.188], [-8.920, 2.171, -3.924], [-9.016, 0.730, -3.050], [-8.309, 2.094, -2.168], [-7.152, 1.791, -5.629], [-7.970, 0.358, -5.344], [-6.201, 0.305, -5.418], [2.628, -3.593, 0.376], [3.886, -4.028, 1.090], [4.041, -5.676, 1.499], [3.278, -6.194, 2.618], [4.272, -6.668, 0.409], [4.282, -3.200, 2.564], [3.925, -1.756, 2.702], [5.280, -3.647, 3.610], [5.335, -3.723, 0.242], [5.341, -2.506, -0.529], [6.684, -4.092, 0.693], [2.379, -6.769, 2.393], [2.963, -5.323, 3.193], [3.932, -6.739, 3.299], [5.311, -6.806, 0.110], [3.842, -6.334, -0.535], [3.943, -7.673, 0.673], [4.720, -1.046, 2.475], [3.035, -1.631, 2.086], [3.615, -1.496, 3.714], [5.380, -4.732, 3.611], [6.258, -3.179, 3.498], [4.861, -3.335, 4.567], [4.381, -2.430, -1.040], [5.369, -1.660, 0.157], [6.146, -2.425, -1.259], [7.389, -4.278, -0.117], [6.623, -5.002, 1.291], [7.081, -3.319, 1.351], [6.450, 1.940, 2.783], [5.241, 1.806, 3.585], [4.080, 2.061, 3.027], [3.883, 2.641, 1.968], [3.145, 1.627, 3.856], [1.775, 1.575, 3.493], [6.508, 2.848, 2.184], [6.464, 1.097, 2.092], [7.391, 1.823, 3.319], [1.448, 0.539, 3.397], [1.627, 1.967, 2.487], [1.227, 2.134, 4.250], [4.376, 1.361, -1.658], [5.584, 1.094, -2.376], [6.095, 2.025, -3.113], [5.780, 3.228, -3.134], [7.066, 1.450, -3.830], [7.868, 2.257, -4.694], [4.477, 0.921, -0.665], [3.584, 0.831, -2.186], [4.145, 2.426, -1.613], [7.901, 3.294, -4.360], [7.531, 2.252, -5.730], [8.864, 1.849, -4.867]],
  "forces_ev_per_angstrom": [[-0.231, 0.853, 0.584], [0.154, -0.203, -0.335], [0.343, -0.435, -0.063], [0.006, -0.510, -0.539], [-0.069, -0.084, -0.070], [1.048, 1.112, -0.138], [0.384, -0.624, 0.568], [-1.106, -0.244, -1.462], [-0.651, -0.250, 0.658], [0.342, 0.131, 0.342], [0.090, 0.409, -0.004], [-0.321, -0.276, -0.141], [0.231, -0.204, 0.209], [-0.279, 0.072, -0.093], [0.102, 0.037, 0.116], [1.129, 0.249, 0.189], [-2.563, 1.701, -0.521], [0.799, -1.611, 0.381], [1.019, 0.449, -0.138], [-0.169, 0.422, 0.018], [1.124, -0.465, 0.221], [-0.441, -0.965, -0.500], [0.379, -1.236, -0.032], [1.010, 1.325, 0.811], [-0.373, 0.190, -0.411], [0.742, 1.087, 1.383], [-0.236, 0.255, 0.517], [0.536, -0.286, -0.155], [-0.908, -0.174, 0.337], [-0.353, 0.369, -0.004], [0.168, -0.171, -0.134], [-0.463, -0.328, 0.107], [-0.374, -0.124, -0.076], [-0.242, -0.326, 0.093], [-0.218, 0.280, -0.267], [0.130, 0.281, 0.326], [0.097, -0.061, -0.178], [-0.032, 0.721, 0.188], [0.036, 0.319, -0.327], [-0.150, -0.337, 0.420], [0.021, -0.274, -0.309], [-0.851, -0.356, -0.665], [0.122, -0.532, -0.945], [-0.385, -0.339, -0.055], [-0.091, -0.809, -1.836], [2.805, -0.113, 0.308], [-0.499, 0.313, 0.160], [0.374, 0.405, -0.495], [0.335, 0.503, 0.972], [-1.949, 0.187, 1.153], [1.063, -0.166, -0.249], [0.476, 0.294, 0.018], [1.045, -0.120, 2.326], [-0.589, -0.922, -0.746], [-1.005, 0.195, -1.403], [-0.282, 0.432, -0.213], [0.097, -0.422, 0.031], [0.083, 0.004, -0.189], [-0.466, 0.131, -0.134], [0.194, 0.037, -0.019], [-0.380, -0.579, -0.283], [-0.489, -0.245, -0.266], [-0.239, -0.293, 0.366], [-0.209, 0.424, -0.450], [0.180, -0.108, 0.898], [0.005, 0.228, -0.074], [-0.492, 0.085, -0.414], [0.244, 0.691, 0.247], [-0.509, -0.180, 0.441], [0.085, 0.205, -0.377], [0.466, 0.344, -0.060], [-0.128, -0.642, -0.174], [-0.073, 0.207, 0.463], [2.122, -0.233, 1.134], [1.275, 0.272, 1.085], [0.152, -0.064, -1.160], [0.173, 1.056, 0.886], [0.411, 0.772, -0.381], [-0.142, 0.069, 0.612], [-0.742, -1.336, -0.076], [-1.490, 0.158, -1.088], [0.164, -1.363, -1.471], [-1.074, 0.455, 0.057], [-1.194, -0.298, 0.859], [0.094, -0.032, -0.388], [-0.283, -0.135, 0.132], [0.025, -0.441, -0.077], [0.484, 0.301, 0.558], [-0.620, -0.164, 0.092], [-0.463, 0.312, 0.191], [0.234, -0.128, -0.509], [0.271, 0.552, -0.193], [-0.053, -0.415, 0.283], [0.046, 0.091, -0.098], [0.073, 0.056, -0.189], [0.026, -0.073, 0.127], [0.074, 0.117, -0.237], [0.345, 0.521, -0.056], [0.081, -0.261, 0.114], [-0.251, 0.176, -0.289], [0.010, -0.064, -0.006], [0.264, 0.223, 0.002], [-0.498, -0.543, -0.989], [2.500, -0.051, 0.476], [-1.679, 1.072, -1.563], [0.560, -0.790, 0.890], [0.961, -0.512, 0.606], [-0.484, 0.248, -0.906], [-0.435, 0.105, 0.266], [-0.188, 0.025, -0.250], [-0.647, 0.209, 0.942], [0.087, -0.008, 0.625], [-0.035, 0.555, 0.322], [-0.141, -0.182, -0.271], [-0.476, -0.097, 0.115], [-0.179, -0.833, 0.529], [-0.227, 3.268, -0.410], [0.814, -2.583, -0.216], [0.891, -0.082, -0.678], [-0.065, 0.551, -0.685], [0.050, 0.173, -0.043], [-0.078, 0.117, 0.096], [0.394, -0.287, 0.001], [0.068, -0.161, 0.128], [-0.933, 0.045, 0.093], [0.076, -0.291, 1.106]]
}